27
Properties=species:S:1:pos:R:3 method="wB97M-V/def2-TZVPD" de_lowest_kj_mol=188.69 total_charge=-1 largest_force_ev_per_a=3.1 spin_multiplicity=2 s2=0.751
O -0.800 -0.767 -3.508
H -1.475 -0.193 -3.148
H -0.465 -0.345 -4.346
O -2.887 -2.307 1.560
H -1.985 -2.544 1.566
H -3.510 -2.821 1.059
O 3.815 0.386 0.081
H 4.207 -0.153 0.777
H 3.164 0.890 0.614
O 1.999 0.601 -1.624
H 2.352 1.213 -2.287
H 2.724 -0.031 -1.950
O -2.738 -0.162 0.372
H -3.003 -0.597 1.193
H -1.818 -0.294 0.216
O 1.059 -1.835 -0.644
H 1.386 -1.021 -0.254
H 0.373 -1.654 -1.291
O 0.725 0.961 1.054
H 1.145 1.142 0.224
H -0.254 0.788 0.994
O 2.622 0.808 3.236
H 2.079 0.206 3.744
H 2.297 0.631 2.364
O -3.774 2.402 -0.391
H -3.569 3.075 0.261
H -3.668 1.623 0.128



61
Properties=species:S:1:pos:R:3 method="wB97M-V/def2-TZVPD" de_lowest_kj_mol=0.00 total_charge=-2 largest_force_ev_per_a=7.8 spin_multiplicity=2 s2=0.753
Cu -4.185 13.981 -18.401
C -4.974 9.994 -20.319
F -3.912 9.680 -19.619
F -4.903 9.327 -21.486
F -6.035 9.664 -19.586
S -4.972 11.950 -20.631
O -3.561 12.402 -20.662
O -5.518 12.300 -21.955
N -5.725 12.804 -19.340
S -7.209 12.911 -19.857
O -7.365 14.241 -20.351
O -7.815 11.827 -20.676
C -8.190 12.826 -18.174
F -7.981 13.931 -17.492
F -9.484 12.707 -18.399
F -7.838 11.786 -17.521
C -3.151 17.202 -16.434
F -2.319 17.813 -17.301
F -2.717 15.995 -16.132
F -3.204 17.918 -15.344
S -4.875 17.029 -17.236
O -5.683 16.083 -16.413
O -5.368 18.381 -17.494
N -4.360 16.059 -18.699
S -4.365 17.083 -19.900
O -5.725 17.293 -20.423
O -3.618 18.305 -19.528
C -3.235 16.298 -21.245
F -2.047 16.594 -20.984
F -3.369 14.937 -21.207
F -3.557 16.936 -22.372
C -4.938 11.723 -15.984
F -5.280 10.804 -15.142
F -4.770 11.146 -17.135
F -5.775 12.696 -15.985
S -3.282 12.486 -15.478
O -3.594 13.610 -14.585
O -2.527 11.421 -14.838
N -2.837 13.189 -17.017
S -1.324 12.972 -16.894
O -0.661 13.655 -15.746
O -0.936 11.630 -17.257
C -0.755 14.114 -18.419
F 0.512 13.753 -18.821
F -1.687 14.050 -19.415
F -0.680 15.402 -17.967
C -0.537 11.193 -21.330
F -1.402 10.901 -20.315
F -0.630 12.470 -21.687
F 0.754 10.965 -21.029
S -0.839 10.291 -22.865
O -1.208 8.952 -22.398
O -2.016 11.031 -23.493
N 0.649 10.259 -23.766
S -0.029 9.898 -25.095
O -0.827 8.689 -25.159
O -0.599 10.949 -25.862
C 1.600 9.257 -26.018
F 2.596 10.111 -26.001
F 1.994 8.091 -25.534
F 1.278 9.045 -27.279



61
Properties=species:S:1:pos:R:3 method="wB97M-V/def2-TZVPD" de_lowest_kj_mol=45.85 total_charge=+2 largest_force_ev_per_a=2.4 spin_multiplicity=5 s2=6.005
Pm 0.587 0.196 0.150
N 1.408 -2.352 0.103
C 1.338 -3.050 1.413
C 1.347 -2.042 2.551
N 0.197 -1.112 2.477
C 0.337 -0.099 3.551
C -0.644 1.056 3.416
N -0.475 1.757 2.117
C -1.080 -1.848 2.637
C -1.859 -1.952 1.331
N -1.913 -0.628 0.676
H 1.138 -3.006 -0.625
H 2.396 -2.170 -0.081
H 2.179 -3.732 1.548
H 0.431 -3.652 1.443
H 2.268 -1.453 2.504
H 1.349 -2.582 3.505
H 1.351 0.297 3.508
H 0.213 -0.564 4.536
H -0.473 1.729 4.258
H -1.675 0.711 3.493
H 0.347 2.347 2.205
H -1.253 2.398 1.997
H -1.703 -1.339 3.372
H -0.907 -2.850 3.036
H -2.854 -2.349 1.548
H -1.368 -2.645 0.647
H -2.418 0.010 1.284
H -2.482 -0.707 -0.162
O -1.957 -0.025 -6.846
C -2.255 -1.113 -6.009
C -1.660 -0.859 -4.657
C -1.606 -1.853 -3.684
C -1.048 -1.547 -2.464
N -0.545 -0.348 -2.147
C -0.602 0.621 -3.080
C -1.156 0.393 -4.332
C -0.075 1.962 -2.707
C 0.173 2.925 -3.670
C 0.608 4.194 -3.298
C 0.831 5.244 -4.358
O 1.175 4.676 -5.600
C 0.792 4.443 -1.944
C 0.563 3.422 -1.046
N 0.143 2.200 -1.395
H -2.293 -0.192 -7.730
H -1.859 -2.057 -6.399
H -3.339 -1.241 -5.884
H -1.994 -2.845 -3.879
H -0.990 -2.309 -1.693
H -1.220 1.171 -5.076
H 0.061 2.718 -4.724
H 1.556 5.987 -4.019
H -0.117 5.769 -4.508
H 2.131 4.642 -5.704
H 1.127 5.410 -1.593
H 0.749 3.584 0.010
Cl 4.526 -1.052 -0.352
Si 3.286 0.422 -1.132
Cl 2.527 1.356 1.341
Cl 4.554 1.922 -1.612